The following is a quantum chemistry calculation of a 2-piece molecular cluster, C2H2N2O2S overall, from the OMol25 dataset.

Structure (XYZ):
```
9
Properties=species:S:1:pos:R:3:lowdin_charge:R:1
C 0.18189 -1.15501 -1.21405 -0.391
C -0.17150 0.86997 1.45699 -0.175
N 1.32551 -0.78275 -1.34283 -0.195
N 2.42549 -0.47980 -1.51503 0.240
O -1.95149 0.07083 -0.58764 -0.567
O 0.97911 0.55762 1.44988 -0.020
S -1.48586 -1.20332 -1.11007 0.942
H -0.85511 0.33501 2.03162 0.058
H -0.44803 1.78745 0.83113 0.107
```

Computed properties:
- charge = 0
- LUMO (alpha / beta) (eV) = -2.223 / -2.207
- E_tot (eV) = -20011.4027
- Kohn-Sham gap (alpha / beta) (eV) = 7.3 / 7.3
- multiplicity = 1